{
  "formula": "C35H39BrN2O2",
  "method": "the ωB97M-V functional and the def2-TZVPD basis",
  "elements": ["C", "C", "N", "C", "C", "C", "C", "C", "C", "C", "C", "C", "C", "C", "C", "C", "N", "C", "C", "C", "C", "C", "C", "C", "C", "C", "C", "H", "H", "H", "H", "H", "H", "H", "H", "H", "H", "H", "H", "H", "H", "H", "H", "H", "H", "H", "H", "H", "H", "H", "H", "H", "H", "H", "H", "H", "C", "C", "O", "C", "C", "C", "C", "C", "C", "Br", "C", "C", "O", "H", "H", "H", "H", "H", "H", "H", "H", "H", "H"],
  "coordinates": [[2.727, 0.944, 5.465], [2.821, 2.415, 5.108], [2.520, 2.658, 3.717], [2.973, 3.953, 3.263], [2.960, 4.059, 1.751], [1.601, 3.635, 1.206], [1.187, 2.304, 1.735], [1.637, 1.891, 3.013], [1.140, 0.675, 3.563], [0.465, -0.215, 2.731], [0.136, 0.134, 1.411], [-0.418, -0.956, 0.475], [-1.309, -0.444, -0.648], [-2.591, -0.965, -0.835], [-3.344, -0.630, -1.956], [-2.807, 0.293, -2.891], [-3.494, 0.594, -4.033], [-4.589, -0.246, -4.469], [-5.478, -0.631, -3.301], [-4.668, -1.273, -2.176], [-2.849, 1.323, -5.106], [-1.982, 2.447, -4.566], [-0.957, 1.895, -3.581], [-1.532, 0.873, -2.667], [-0.773, 0.427, -1.591], [0.345, 1.456, 1.014], [1.399, 0.363, 4.999], [3.556, 0.400, 4.994], [2.837, 0.845, 6.548], [2.140, 3.008, 5.747], [3.836, 2.793, 5.291], [2.349, 4.747, 3.712], [3.991, 4.094, 3.653], [3.195, 5.089, 1.472], [3.743, 3.412, 1.341], [0.853, 4.388, 1.500], [1.623, 3.624, 0.112], [0.171, -1.192, 3.127], [-0.989, -1.661, 1.091], [-2.976, -1.691, -0.116], [-5.146, 0.327, -5.220], [-4.198, -1.155, -4.967], [-5.982, 0.266, -2.924], [-6.245, -1.320, -3.662], [-4.527, -2.342, -2.397], [-5.250, -1.237, -1.248], [-2.229, 0.634, -5.712], [-3.644, 1.712, -5.753], [-1.476, 2.938, -5.401], [-2.614, 3.191, -4.066], [-0.118, 1.445, -4.132], [-0.534, 2.717, -2.990], [0.263, 0.773, -1.498], [-0.107, 1.847, 0.107], [1.383, -0.719, 5.156], [0.587, 0.786, 5.610], [4.636, -0.936, 2.270], [3.427, -1.824, 2.307], [2.731, -1.534, 1.065], [1.595, -2.237, 0.971], [0.691, -1.762, -0.150], [0.168, -2.931, -0.972], [-0.429, -4.008, -0.325], [-1.086, -5.000, -1.065], [-1.138, -4.894, -2.462], [-2.136, -6.153, -3.458], [-0.457, -3.861, -3.120], [0.183, -2.870, -2.369], [1.318, -3.127, 1.765], [5.108, -0.890, 3.253], [5.365, -1.355, 1.564], [4.370, 0.080, 1.954], [3.676, -2.894, 2.335], [2.746, -1.587, 3.138], [1.281, -1.118, -0.821], [-0.360, -4.092, 0.758], [-1.552, -5.833, -0.559], [-0.446, -3.822, -4.205], [0.692, -2.049, -2.879]],
  "atomic_forces_ev_per_a": [[0.1639, -0.0213, 0.0907], [-0.1447, 0.0315, 0.1273], [0.9171, 0.4001, 0.4588], [-0.1640, 0.1414, 0.0377], [0.0802, -0.0630, 0.0328], [-0.1640, 0.6698, -0.1228], [-0.3159, -0.8737, 0.7298], [-0.8062, -0.6504, -0.5431], [0.1449, 0.3340, -0.8688], [-0.0035, 0.5214, -0.1886], [-0.6089, -0.2030, 0.1850], [-1.3222, 1.0261, 0.4653], [0.2333, -0.4419, 0.3552], [0.3889, 0.3911, -0.1707], [0.9126, 0.4994, -0.0071], [0.6934, -0.3702, 0.7696], [-0.8629, 0.7238, -0.7914], [0.1883, -0.1279, 0.0514], [-0.0905, 0.1346, -0.0116], [-0.6535, -0.5182, -0.1592], [0.1352, -0.1669, 0.0975], [-0.0576, 0.0433, -0.0140], [0.4190, 0.3424, -0.5916], [-0.4243, -0.9137, 0.5890], [-0.4287, 0.0630, -0.1742], [0.6799, -0.0817, 0.1028], [-0.0580, -0.1113, 0.4375], [-0.0971, 0.0772, 0.0240], [0.0249, -0.0846, -0.0723], [0.0900, -0.1299, 0.0029], [-0.1772, -0.1245, 0.0637], [0.0815, -0.0253, -0.1305], [-0.1724, 0.0551, -0.1405], [-0.0126, -0.0912, -0.0762], [-0.0692, 0.0404, 0.0092], [0.1078, -0.0255, -0.0983], [-0.0530, -0.0188, 0.0796], [0.1437, 0.2839, -0.1583], [-0.0878, 0.1168, -0.0551], [0.0124, 0.1877, -0.1668], [-0.0195, -0.2145, 0.1346], [-0.1113, 0.0850, 0.0694], [0.0687, -0.0650, -0.0961], [-0.0334, 0.0571, 0.1142], [0.0470, 0.1820, 0.0239], [0.0591, -0.0353, -0.0786], [-0.0544, 0.1353, 0.0020], [0.2221, -0.0152, 0.0388], [-0.0637, 0.0693, 0.0830], [0.0380, -0.1379, -0.1015], [-0.1105, 0.1321, 0.0291], [-0.0173, -0.1210, -0.0950], [-0.4845, -0.1101, -0.1053], [0.2958, -0.1703, 0.1429], [-0.0540, 0.0586, 0.0236], [0.1279, -0.1013, -0.0504], [0.5640, -0.0079, -0.0148], [-0.0353, 0.1791, -0.1991], [-0.4216, -0.5710, 0.3782], [0.0278, -0.7811, 0.5553], [1.6049, -0.8563, -0.6677], [-0.1198, 0.3292, 0.0577], [-0.3459, -0.5885, -0.4980], [0.2236, 0.5091, -0.3996], [0.5967, 0.5780, 0.5965], [0.0325, -0.0695, -0.0615], [-0.1930, -0.0700, 0.3265], [-0.1572, -0.4277, 0.0913], [0.1492, 0.9529, -0.7914], [0.0159, 0.0112, -0.0283], [-0.0821, 0.2738, 0.1119], [0.0046, -0.2168, 0.1332], [-0.0753, 0.3738, 0.0735], [0.2365, -0.1269, -0.2604], [-0.0747, -0.1075, 0.3329], [-0.1565, 0.0480, -0.3206], [-0.0673, -0.0130, -0.0480], [-0.0610, 0.0077, 0.1548], [-0.2186, -0.2151, 0.1742]],
  "energy_ha": -4191.17107,
  "smiles": "CCOC(=O)[C@@H](c1ccc(Br)cc1)C(c1cc2c3c(c1)CCCN3CCC2)c1cc2c3c(c1)CCCN3CCC2",
  "charge": 0,
  "gap_ev": 7.723,
  "homo_energy_ev": -7.03,
  "relative_energy_kcal_mol": 0.0
}


{
  "formula": "C35H39N4Sn",
  "method": "the ωB97M-V functional and the def2-TZVPD basis",
  "elements": ["Sn", "C", "C", "C", "C", "C", "C", "N", "C", "C", "C", "C", "C", "N", "C", "C", "C", "C", "C", "C", "N", "H", "H", "H", "H", "H", "H", "H", "H", "H", "H", "H", "H", "H", "H", "H", "C", "C", "C", "C", "C", "C", "C", "C", "N", "C", "C", "C", "C", "C", "C", "C", "C", "C", "C", "H", "H", "H", "H", "H", "H", "H", "H", "H", "H", "H", "H", "H", "H", "H", "H", "H", "H", "H", "H", "H", "H", "H", "H"],
  "coordinates": [[4.652, 1.383, 1.484], [7.754, -0.009, 1.214], [6.900, -0.848, 2.112], [7.257, -2.150, 2.454], [6.420, -2.900, 3.254], [5.240, -2.337, 3.736], [4.946, -1.038, 3.391], [5.759, -0.318, 2.579], [3.799, -0.274, 3.940], [3.030, -0.648, 5.028], [2.133, 0.275, 5.550], [2.072, 1.565, 5.038], [2.867, 1.878, 3.950], [3.635, 0.935, 3.387], [3.091, 3.241, 3.409], [2.351, 4.342, 3.771], [2.745, 5.591, 3.297], [3.856, 5.695, 2.486], [4.556, 4.545, 2.127], [5.743, 4.599, 1.217], [4.165, 3.347, 2.587], [8.806, -0.261, 1.335], [7.648, 1.055, 1.437], [7.499, -0.183, 0.166], [8.190, -2.557, 2.090], [6.682, -3.916, 3.516], [4.581, -2.907, 4.374], [3.154, -1.614, 5.493], [1.526, 0.008, 6.404], [1.454, 2.312, 5.512], [1.491, 4.248, 4.418], [2.188, 6.477, 3.574], [4.196, 6.656, 2.128], [6.265, 5.548, 1.317], [5.433, 4.509, 0.173], [6.461, 3.808, 1.447], [-7.798, -2.367, -4.214], [-6.395, -2.028, -4.636], [-6.035, -2.059, -6.009], [-4.766, -1.761, -6.522], [-4.480, -1.814, -7.996], [-3.810, -1.417, -5.603], [-4.092, -1.361, -4.180], [-5.436, -1.684, -3.733], [-3.063, -1.016, -3.474], [-2.990, -0.863, -2.038], [-3.273, -2.201, -1.311], [-3.094, -1.996, 0.197], [-1.654, -1.571, 0.502], [-1.354, -0.249, -0.210], [-2.318, 0.833, 0.286], [-3.757, 0.411, -0.020], [-4.063, -0.915, 0.684], [-3.947, 0.243, -1.530], [-1.545, -0.437, -1.718], [-8.416, -2.643, -5.065], [-8.267, -1.515, -3.721], [-7.798, -3.200, -3.512], [-6.811, -2.338, -6.717], [-5.328, -2.210, -8.550], [-3.616, -2.445, -8.200], [-4.263, -0.817, -8.380], [-2.796, -1.172, -5.893], [-5.681, -1.653, -2.683], [-2.580, -2.959, -1.685], [-4.284, -2.553, -1.516], [-3.313, -2.942, 0.697], [-0.954, -2.346, 0.176], [-1.534, -1.455, 1.583], [-0.320, 0.056, -0.005], [-2.094, 1.790, -0.193], [-2.205, 0.973, 1.366], [-4.449, 1.180, 0.327], [-5.096, -1.218, 0.488], [-3.970, -0.792, 1.765], [-3.719, 1.174, -2.056], [-4.986, -0.006, -1.743], [-0.865, -1.203, -2.101], [-1.327, 0.489, -2.255]],
  "atomic_forces_ev_per_a": [[0.0325, -0.0016, 0.1392], [0.0048, 0.0010, -0.0025], [-0.0192, -0.0259, -0.0091], [0.0054, 0.0012, 0.0110], [0.0030, -0.0010, -0.0015], [0.0035, 0.0013, -0.0011], [0.0085, 0.0154, 0.0114], [0.0425, 0.0070, -0.0499], [-0.0074, -0.0101, 0.0084], [0.0077, -0.0050, -0.0036], [-0.0073, 0.0040, 0.0066], [-0.0047, 0.0013, -0.0043], [-0.0125, -0.0154, 0.0161], [0.0267, 0.0095, -0.0063], [0.0176, 0.0168, 0.0129], [0.0013, 0.0025, -0.0013], [-0.0025, 0.0018, 0.0021], [0.0093, 0.0004, 0.0053], [-0.0265, 0.0032, -0.0127], [0.0033, 0.0001, 0.0005], [0.0333, 0.0323, -0.0371], [-0.0002, -0.0059, -0.0084], [0.0032, 0.0003, 0.0066], [-0.0054, 0.0054, 0.0004], [0.0008, 0.0008, -0.0003], [-0.0006, -0.0005, -0.0008], [-0.0007, 0.0000, -0.0004], [-0.0019, -0.0005, -0.0006], [0.0006, -0.0007, 0.0001], [-0.0001, -0.0004, -0.0008], [0.0006, -0.0026, -0.0007], [-0.0012, -0.0003, -0.0003], [0.0011, -0.0001, -0.0002], [-0.0046, 0.0037, -0.0078], [0.0004, -0.0064, 0.0009], [0.0021, 0.0038, 0.0073], [0.0004, 0.0004, 0.0005], [-0.0022, -0.0026, -0.0045], [-0.0002, 0.0070, 0.0000], [0.0004, 0.0011, 0.0038], [-0.0016, -0.0016, -0.0004], [0.0023, -0.0068, -0.0109], [-0.0057, 0.0052, -0.0038], [-0.0048, -0.0023, -0.0012], [-0.0035, -0.0032, 0.0069], [0.0155, -0.0166, -0.0027], [0.0008, 0.0078, -0.0081], [0.0023, 0.0075, 0.0042], [-0.0184, 0.0083, -0.0021], [-0.0679, -0.0053, 0.0182], [-0.0054, -0.0143, 0.0098], [0.0039, -0.0004, 0.0058], [-0.0072, -0.0043, 0.0032], [-0.0044, -0.0011, -0.0060], [0.0191, 0.0008, -0.0050], [0.0006, -0.0007, -0.0002], [-0.0012, -0.0002, -0.0013], [0.0002, 0.0009, 0.0021], [0.0003, -0.0004, -0.0006], [0.0010, -0.0021, -0.0002], [0.0019, 0.0023, 0.0000], [-0.0033, 0.0010, -0.0007], [0.0010, 0.0008, 0.0054], [0.0065, -0.0013, -0.0006], [-0.0001, 0.0001, 0.0017], [0.0018, -0.0016, 0.0052], [0.0008, -0.0016, -0.0032], [-0.0081, -0.0042, -0.0031], [0.0137, -0.0013, -0.0012], [-0.0530, -0.0283, -0.0798], [-0.0079, -0.0011, -0.0089], [0.0119, 0.0086, -0.0004], [-0.0002, 0.0024, -0.0027], [0.0004, 0.0008, 0.0005], [0.0002, -0.0010, -0.0003], [-0.0020, 0.0029, 0.0037], [0.0028, 0.0040, 0.0032], [0.0016, 0.0035, -0.0043], [-0.0056, 0.0016, -0.0010]],
  "energy_ha": -1789.60399,
  "charge": 3,
  "gap_ev": 7.058,
  "homo_energy_ev": -15.96,
  "relative_energy_kcal_mol": 0.0
}